(i)
Below is a cluster of 5 separate species, C2H14NO4 in total, with properties calculated with wB97M-V/def2-TZVPD.

```
21
Properties=species:S:1:pos:R:3:lowdin_charge:R:1
C -0.253 -1.600 0.218 -0.006
C -1.670 0.242 -0.597 0.144
N -0.774 -0.218 0.168 0.001
H -0.010 -1.814 -0.832 0.066
H -0.950 -2.389 0.546 0.114
H 0.615 -1.547 0.897 0.061
H -2.255 -0.196 -1.398 0.125
H -1.806 1.333 -0.479 0.114
H -0.357 0.467 0.841 0.117
H 1.447 1.337 -0.524 0.033
H 1.631 2.855 -0.804 0.057
O 1.133 2.217 -0.284 -0.046
H -0.776 -2.875 -3.282 0.058
H 0.293 -1.972 -3.707 0.058
O -0.250 -2.146 -2.924 -0.062
H -1.872 2.358 1.885 0.073
H -0.383 2.680 1.934 0.074
O -1.013 2.019 1.620 -0.052
H 2.466 -1.175 2.605 0.067
H 2.935 -0.554 1.383 0.065
O 2.096 -0.687 1.854 -0.062
```

Computed properties:
Net charge   +1
LUMO   -3.79 eV
Orbital gap   0.4138 hartree
HOMO level   -0.55312 Ha
Multiplicity   1


(ii)
Below is a cluster of 4 separate species, C2H14NO4 in total, with properties calculated with wB97M-V/def2-TZVPD.

```
21
Properties=species:S:1:pos:R:3:lowdin_charge:R:1
C 0.714 0.085 2.039 -0.149
O 1.045 0.641 0.748 -0.084
C -0.698 -0.569 1.853 -0.104
N -0.830 -1.074 0.478 0.150
H 0.621 0.852 2.803 0.131
H 1.558 -0.570 2.241 0.128
H 0.928 1.574 0.791 0.069
H -0.937 -1.326 2.593 0.133
H -1.427 0.234 1.952 0.132
H -0.109 -1.695 0.072 0.137
H -0.590 -0.313 -0.179 0.129
H -1.794 -1.276 0.259 0.169
H 0.755 -2.484 -2.275 0.085
H -0.546 -1.884 -2.426 0.082
O 0.121 -1.994 -1.725 -0.056
H -1.763 2.303 -1.162 0.066
H -0.339 2.802 -0.558 0.027
O -1.243 2.547 -0.367 -0.059
H 1.654 0.644 -3.181 0.065
H 1.752 0.803 -1.604 0.033
O 1.130 0.699 -2.352 -0.084
```

Computed properties:
Net charge   +1
LUMO   -3.10 eV
Orbital gap   0.4246 hartree
HOMO level   -0.53842 Ha
Multiplicity   1


(iii)
Below is a cluster of 5 separate species, C2H14NO4 in total, with properties calculated with wB97M-V/def2-TZVPD.

```
21
Properties=species:S:1:pos:R:3:lowdin_charge:R:1
C 1.069 -1.986 -0.467 -0.019
C 0.944 -0.951 1.611 0.123
N 0.526 -0.956 0.408 0.050
H 1.779 -1.684 -1.253 0.116
H 0.328 -2.453 -1.160 0.106
H 1.529 -2.696 0.221 0.095
H 1.589 -1.693 2.077 0.126
H 0.756 -0.208 2.387 0.110
H -0.107 -0.195 0.155 0.152
H -3.787 1.567 -0.034 0.044
H -2.677 1.746 -1.120 0.040
O -3.125 1.111 -0.557 -0.050
H -0.832 -1.007 -3.711 0.046
H -2.029 -0.665 -2.629 0.029
O -1.122 -0.902 -2.805 -0.050
H -0.113 2.175 1.962 0.052
H -1.438 2.002 1.416 0.044
O -0.654 1.475 1.585 -0.057
H 2.555 1.302 1.223 0.034
H 2.759 2.294 0.173 0.067
O 2.051 1.724 0.519 -0.056
```

Computed properties:
Net charge   +1
LUMO   -4.43 eV
Orbital gap   0.3765 hartree
HOMO level   -0.53917 Ha
Multiplicity   1


Relative energy table, unit kcal/mol: (i) 3.5; (ii) 0.0; (iii) 15.0


(i)
Below is a structure of composition C4H10I2N, with properties calculated with wB97M-V/def2-TZVPD.

```
17
Properties=species:S:1:pos:R:3:lowdin_charge:R:1
C -2.019 1.315 1.938 -0.409
C 1.253 -0.946 0.401 -0.049
C 1.073 0.720 -1.485 -0.031
C -0.631 -1.016 -1.309 -0.837
N 0.785 -0.698 -1.024 -0.363
I -1.275 -2.942 -0.660 0.816
I -2.047 0.691 -0.197 1.143
H -1.260 0.531 2.338 0.024
H -1.594 2.327 1.896 -0.003
H -2.958 1.376 2.522 0.029
H 0.680 -0.387 1.093 0.054
H 1.299 -2.079 0.703 0.114
H 2.210 -0.454 0.351 0.094
H 0.945 1.400 -0.649 0.093
H 1.901 0.705 -2.120 0.093
H 0.266 0.760 -2.184 0.056
H 1.372 -1.301 -1.617 0.174
```

Computed properties:
Net charge   +1
LUMO   -5.02 eV
Orbital gap   0.2693 hartree
HOMO level   -0.45393 Ha
Multiplicity   1


(ii)
Below is a structure of composition C4H10I2N, with properties calculated with wB97M-V/def2-TZVPD.

```
17
Properties=species:S:1:pos:R:3:lowdin_charge:R:1
C 1.295 0.741 -1.540 -0.058
C -0.463 0.068 1.736 -0.120
C 0.610 -0.266 -0.526 -0.215
C -2.318 -0.205 -0.536 -1.134
N -0.449 0.347 0.349 -0.177
I -2.671 -2.142 0.270 0.944
I -3.545 1.428 -0.168 0.941
H 0.911 0.475 -2.614 0.110
H 1.496 1.765 -1.259 0.068
H 2.334 0.259 -1.669 0.103
H 0.580 0.039 2.141 0.121
H -1.070 0.676 2.402 0.103
H -0.732 -1.031 1.715 0.021
H 1.245 -0.753 0.136 0.086
H 0.260 -1.093 -1.220 0.124
H -1.832 -0.393 -1.518 -0.011
H -0.633 1.288 -0.014 0.095
```

Computed properties:
Net charge   +1
LUMO   -5.05 eV
Orbital gap   0.3260 hartree
HOMO level   -0.51178 Ha
Multiplicity   1


Relative energy table, unit kcal/mol: (i) 39.6; (ii) 0.0


(i)
Below is the ion C7H13N4 with charge +1, with properties calculated with wB97M-V/def2-TZVPD.

```
24
Properties=species:S:1:pos:R:3:lowdin_charge:R:1
C -0.864 -2.303 -0.210 -0.099
C -1.363 -0.900 0.060 -0.207
C -0.440 0.159 -0.547 -0.237
C -0.882 1.564 0.196 -0.242
N -1.829 2.315 -0.322 0.236
N -0.128 1.992 1.198 0.222
N 0.890 -0.107 -0.391 -0.125
C 1.490 -0.628 0.758 -0.086
C 2.843 -0.717 0.432 -0.075
N 3.023 -0.152 -0.823 0.089
C 1.881 0.275 -1.238 -0.148
H -0.078 -2.583 0.513 0.061
H -0.260 -2.431 -1.155 0.108
H -1.683 -3.097 -0.173 0.112
H -2.332 -0.785 -0.380 0.102
H -1.531 -0.678 1.217 0.164
H -0.610 0.347 -1.634 0.173
H -2.349 2.177 -1.188 0.160
H -2.159 3.085 0.131 0.096
H 0.741 1.402 1.383 0.148
H -0.390 2.827 1.746 0.161
H 0.891 -1.075 1.602 0.145
H 3.497 -1.270 1.067 0.103
H 1.640 0.581 -2.243 0.140
```

Computed properties:
Net charge   +1
SMILES   CC[C@@H](C(N)=[NH2+])n1ccnc1
LUMO   -3.45 eV
Orbital gap   0.3403 hartree
HOMO level   -0.46709 Ha
Multiplicity   1


(ii)
Below is the ion C7H13N4 with charge +1, with properties calculated with wB97M-V/def2-TZVPD.

```
24
Properties=species:S:1:pos:R:3:lowdin_charge:R:1
C 0.806 -3.036 -1.254 0.007
C 0.248 -1.781 -0.735 -0.284
N 0.506 -0.651 -1.264 0.191
N -0.221 0.371 -0.596 -0.226
C -1.376 0.763 -1.423 0.044
C 0.536 1.539 -0.113 -0.033
N 0.082 1.652 1.279 -0.193
C 0.723 2.542 2.208 -0.022
N -0.396 0.489 1.689 0.188
C -0.655 -0.275 0.719 -0.208
C -0.678 -1.731 0.471 -0.010
H -0.001 -3.674 -1.613 0.107
H 1.316 -3.580 -0.460 0.104
H 1.496 -2.837 -2.069 0.098
H -1.017 1.162 -2.370 0.118
H -1.993 -0.112 -1.620 0.115
H -1.964 1.510 -0.893 0.122
H 0.304 2.437 -0.685 0.149
H 1.617 1.334 -0.166 0.155
H 0.303 2.348 3.192 0.101
H 1.804 2.381 2.241 0.095
H 0.519 3.574 1.926 0.096
H -1.666 -2.127 0.219 0.141
H -0.295 -2.298 1.318 0.145
```

Computed properties:
Net charge   +1
SMILES   CC1=N[N@+]2(C)CN(C)N=C2C1
LUMO   -2.92 eV
Orbital gap   0.3634 hartree
HOMO level   -0.47080 Ha
Multiplicity   1


(iii)
Below is the ion C7H13N4 with charge +1, with properties calculated with wB97M-V/def2-TZVPD.

```
24
Properties=species:S:1:pos:R:3:lowdin_charge:R:1
C 3.683 -1.038 0.004 -0.065
C 2.529 0.049 0.239 -0.158
C 1.261 -0.537 0.315 0.012
N 0.522 -1.419 0.626 0.193
C -0.765 -1.646 0.476 -0.083
C -1.628 -0.718 0.062 -0.156
C -3.058 -1.074 0.018 -0.031
C -1.277 0.704 -0.217 -0.289
N -2.314 1.626 -0.128 0.160
N -0.058 1.040 -0.314 0.002
N 0.208 2.315 -0.606 0.087
H 3.322 -2.009 0.474 0.089
H 4.669 -0.762 0.455 0.087
H 3.996 -1.445 -1.021 0.100
H 2.625 0.859 -0.425 0.096
H 2.907 0.486 1.205 0.160
H -1.092 -2.564 0.970 0.143
H -3.629 -0.360 0.701 0.114
H -3.502 -0.804 -0.883 0.074
H -3.169 -2.099 0.438 0.112
H -3.274 1.345 -0.035 0.088
H -2.378 2.441 -0.681 0.088
H 0.939 2.599 -1.163 0.079
H -0.516 3.011 -0.511 0.098
```

Computed properties:
Net charge   +1
SMILES   CCC#[N+]/C=C(C)\C(N)=N\N
LUMO (spin up / spin down)   -4.04 / -4.04 eV
Orbital gap (spin up / spin down)   0.3073 / 0.3072 hartree
HOMO level (spin up / spin down)   -0.45570 / -0.45567 Ha
Multiplicity   1


Relative energy table, unit kcal/mol: (i) 0.0; (ii) 38.9; (iii) 63.7


(i)
Below is an isolated molecule of C3H2OS, with properties calculated with wB97M-V/def2-TZVPD.

```
7
Properties=species:S:1:pos:R:3:lowdin_charge:R:1
C 0.069 1.069 -0.679 0.023
C 0.068 1.008 0.660 0.002
C 0.060 -0.303 -0.027 -0.455
O 0.059 -2.909 0.421 -0.635
S 0.102 -1.878 -0.620 0.851
H -0.301 1.534 -1.490 0.063
H -0.056 1.480 1.734 0.151
```

Computed properties:
LUMO   0.07 eV
Orbital gap   0.3010 hartree
HOMO level   -0.29842 Ha
Multiplicity   1


(ii)
Below is an isolated molecule of C3H2OS, with properties calculated with wB97M-V/def2-TZVPD.

```
7
Properties=species:S:1:pos:R:3:lowdin_charge:R:1
C 0.419 -0.123 2.045 0.114
C -0.088 -0.551 0.888 -0.046
C -0.418 -0.389 -0.683 -0.810
O -1.063 -1.144 -1.246 0.068
S 0.676 0.945 -1.448 0.626
H 0.920 -0.304 2.966 0.010
H -0.446 1.564 -2.522 0.036
```

Computed properties:
SMILES   C#CC(=O)S
LUMO   -0.45 eV
Orbital gap   0.3513 hartree
HOMO level   -0.36793 Ha
Multiplicity   1


Relative energy table, unit kcal/mol: (i) 1.4; (ii) 0.0


(i)
Below is a cluster of 3 separate species, C4H11NO in total, with properties calculated with wB97M-V/def2-TZVPD.

```
17
Properties=species:S:1:pos:R:3:lowdin_charge:R:1
C 2.057 0.558 0.080 -0.213
N 1.652 -0.852 -0.145 -0.084
C 0.825 -1.214 1.036 -0.184
C -0.878 0.103 -1.954 -0.126
C -1.704 0.664 -1.053 -0.117
O -2.424 -0.336 1.306 -0.551
H 1.182 1.306 -0.101 0.101
H 2.964 0.826 -0.447 0.041
H 2.370 0.814 1.103 0.054
H -0.103 -0.572 1.017 0.062
H 0.555 -2.293 0.970 0.069
H 1.250 -1.043 2.038 0.064
H 0.090 -0.293 -1.493 0.029
H -0.948 0.343 -3.020 0.015
H -1.599 1.716 -0.894 0.036
H -2.196 0.116 -0.252 -0.043
H -3.091 0.156 1.808 -0.153
```

Computed properties:
<S²>   1.13
Net charge   -1
LUMO (spin up / spin down)   3.99 / 3.28 eV
Orbital gap (spin up / spin down)   0.2395 / 0.2156 hartree
HOMO level (spin up / spin down)   -0.09298 / -0.09497 Ha
Multiplicity   2


(ii)
Below is a cluster of 3 separate species, C4H11NO in total, with properties calculated with wB97M-V/def2-TZVPD.

```
17
Properties=species:S:1:pos:R:3:lowdin_charge:R:1
C -1.000 -2.189 0.360 -0.076
N -0.026 -0.492 -2.062 0.076
C 0.611 0.290 -1.038 -0.379
C -0.047 2.102 0.503 -0.029
C -0.027 1.619 -0.742 -0.226
H -0.572 -1.752 1.256 -0.011
H -1.506 -1.420 -0.207 -0.005
H -1.787 -2.898 0.610 0.000
H -0.145 -2.554 -0.210 0.009
H 1.666 0.586 -1.288 0.106
H 0.840 -0.248 -0.108 0.079
H -0.245 3.168 0.617 0.028
H 0.204 1.443 1.426 0.002
H -0.038 2.253 -1.634 0.070
H 1.022 0.310 3.174 -0.155
H 0.430 -0.390 -2.971 0.018
O 0.620 0.171 2.314 -0.508
```

Computed properties:
<S²>   0.75
Net charge   -1
LUMO (spin up / spin down)   4.19 / 3.19 eV
Orbital gap (spin up / spin down)   0.2656 / 0.2288 hartree
HOMO level (spin up / spin down)   -0.11181 / -0.11166 Ha
Multiplicity   2


Relative energy table, unit kcal/mol: (i) 64.0; (ii) 0.0


(i)
Below is a cluster of 4 separate species, C4H14O3 in total, with properties calculated with wB97M-V/def2-TZVPD.

```
21
Properties=species:S:1:pos:R:3:lowdin_charge:R:1
C 0.827 -0.228 2.624 0.002
C 0.831 -0.986 1.349 -0.218
C -0.034 -0.639 0.291 0.278
C 1.848 -2.047 1.243 -0.004
H 0.380 -0.896 3.374 0.135
H 0.222 0.658 2.571 0.093
H 1.841 0.059 2.861 0.116
H 0.002 -1.165 -0.653 0.099
H -0.675 0.215 0.426 0.110
H 1.652 -2.748 0.431 0.105
H 1.849 -2.584 2.195 0.118
H 2.851 -1.650 1.057 0.132
H -4.754 0.971 -1.065 0.042
H -4.379 -0.499 -1.354 0.036
O -4.007 0.357 -1.114 -0.072
H -0.700 1.050 -2.190 0.027
H 0.592 0.379 -2.425 0.026
O -0.331 0.321 -2.716 -0.063
H 1.004 2.669 -2.839 0.047
H 0.230 3.779 -2.109 0.052
O 0.750 2.983 -1.957 -0.065
```

Computed properties:
<S²>   0.75
Net charge   +1
LUMO (spin up / spin down)   -4.63 / -8.38 eV
Orbital gap (spin up / spin down)   0.3518 / 0.2141 hartree
HOMO level (spin up / spin down)   -0.52201 / -0.52200 Ha
Multiplicity   2


(ii)
Below is a cluster of 5 separate species, C4H14O3 in total, with properties calculated with wB97M-V/def2-TZVPD.

```
21
Properties=species:S:1:pos:R:3:lowdin_charge:R:1
C -0.536 1.101 0.835 -0.063
C 0.430 0.135 1.085 -0.008
C 1.872 0.294 0.783 -0.031
C -1.993 0.872 1.125 -0.069
H -0.200 2.105 0.575 0.142
H 0.126 -0.821 1.490 0.124
H 2.459 0.209 1.704 0.125
H 2.202 -0.482 0.095 0.106
H 2.067 1.271 0.361 0.086
H -2.612 1.409 0.401 0.098
H -2.244 1.234 2.113 0.104
H -2.219 -0.198 1.061 0.075
H -0.462 -0.964 -2.129 0.073
H -0.735 0.445 -0.977 0.358
O 0.294 -1.297 -1.598 0.032
H 1.913 0.871 -2.963 0.060
H 1.060 0.108 -1.885 -0.059
O 1.592 0.923 -2.056 -0.085
H -0.542 -1.881 -0.423 -0.053
H -1.289 -3.142 0.145 0.063
O -1.185 -2.192 0.257 -0.080
```

Computed properties:
<S²>   0.98
Net charge   +1
LUMO (spin up / spin down)   -6.94 / -8.48 eV
Orbital gap (spin up / spin down)   0.2958 / 0.2403 hartree
HOMO level (spin up / spin down)   -0.55081 / -0.55179 Ha
Multiplicity   2


Relative energy table, unit kcal/mol: (i) 0.0; (ii) 106.1